1.
An isolated molecule of C5H10N3P in a non-equilibrium geometry. Source: the Open Molecules 2025 dataset; level of theory: ωB97M-V/def2-TZVPD.

energy relative to the best compared isomer or geometry (same formula, charge and spin): 185.8 kJ/mol
frontier orbital gap: 8.549 eV
E: -702.02689 a.u.

The geometry in XYZ format:
```
19
Properties=species:S:1:pos:R:3:lowdin_charge:R:1
C 1.59603 0.18138 -0.14398 -0.284
C 0.29938 -0.45392 -0.07627 -0.369
C 2.95618 -0.43777 -0.10339 -0.026
C 0.28493 -1.98518 -0.06358 -0.035
C -3.03322 1.68444 -0.04201 -0.391
N 1.49015 1.47383 -0.10937 -0.067
N 1.44029 2.60280 -0.19815 0.254
N -0.74948 0.29229 0.03361 -0.242
P -2.35479 -0.06308 -0.18933 0.749
H 3.82528 0.17498 -0.31909 0.087
H 3.06476 -1.02500 0.75517 0.060
H 2.91066 -1.07697 -0.97021 0.072
H 0.43548 -2.31157 0.87649 0.038
H -0.73717 -2.33915 -0.22797 0.050
H 0.92799 -2.61540 -0.71277 0.095
H -3.95541 1.47288 0.35548 -0.061
H -3.14336 2.41555 -0.92207 0.044
H -2.43409 2.20767 0.88936 0.082
H -2.82361 -0.19779 1.16810 -0.056
```

2.
A cluster of 2 separate species, C5H10N3S in total in a non-equilibrium geometry. Source: the Open Molecules 2025 dataset; level of theory: ωB97M-V/def2-TZVPD.

total charge: +1
energy relative to the best compared isomer or geometry (same formula, charge and spin): 408.5 kJ/mol
frontier orbital gap (spin up / spin down): 6.936 / 6.935 eV
E: -758.56597 a.u.

The geometry in XYZ format:
```
19
Properties=species:S:1:pos:R:3:lowdin_charge:R:1
C 0.92163 -0.85872 -0.18106 0.053
C 0.98282 0.47829 -0.34234 -0.099
C -0.40803 -1.53749 -0.09432 -0.318
C -0.11318 1.30314 -0.32658 -0.649
C -0.61951 -2.38296 -1.41633 0.039
N -1.40634 -0.57123 0.11260 0.100
N -1.27776 0.64023 -0.01774 0.018
N 0.10249 1.63044 1.95108 0.071
S -0.28449 2.96359 -0.64870 0.997
H 1.79658 -1.45927 -0.33987 0.135
H 1.94095 0.88925 -0.59820 0.125
H -0.42498 -2.20229 0.76750 0.168
H -0.79799 -1.73645 -2.30454 0.118
H -1.48222 -2.92418 -1.31701 0.058
H 0.21363 -2.98097 -1.47973 0.062
H -0.61917 1.03489 2.48477 0.127
H -0.35093 2.50702 1.72676 0.018
H 1.03890 1.60647 2.22473 0.048
H 0.78760 3.60023 -0.20103 -0.071
```

3.
An isolated molecule of C5H10N4 in a non-equilibrium geometry. Source: the Open Molecules 2025 dataset; level of theory: ωB97M-V/def2-TZVPD.

energy relative to the best compared isomer or geometry (same formula, charge and spin): 755.6 kJ/mol
frontier orbital gap: 10.104 eV
E: -415.26906 a.u.

The geometry in XYZ format:
```
19
Properties=species:S:1:pos:R:3:lowdin_charge:R:1
C -1.87482 -0.10341 -1.28588 -0.292
C 1.58148 -0.88369 -0.48079 -0.082
C 1.00313 0.39722 -0.36939 -0.280
C 1.36704 0.95503 0.91335 -0.251
C 0.63545 0.25548 2.18466 -0.088
H -3.72901 0.22551 -2.11096 0.088
H -1.86354 0.59556 -0.30750 0.151
H -1.21121 -1.79940 -1.47586 0.116
H 1.67825 -1.33182 -1.45928 0.108
H 2.05954 -1.32929 0.30788 0.083
H 0.40811 0.80863 -1.33919 0.188
H 2.47167 1.51115 1.29413 0.212
H -0.05436 -0.67330 2.30709 0.134
H 1.29413 0.42014 2.93754 0.026
H -0.54334 1.36202 1.17191 -0.018
N -2.74267 -0.31931 -2.31948 0.015
N -0.74535 -0.90745 -1.43278 -0.078
N 0.03877 -0.84483 -0.17599 -0.051
N 0.22673 1.66176 1.64054 0.020
```

4.
An isolated molecule of C5H10N4 in a non-equilibrium geometry. Source: the Open Molecules 2025 dataset; level of theory: ωB97M-V/def2-TZVPD.

energy relative to the best compared isomer or geometry (same formula, charge and spin): 332.7 kJ/mol
frontier orbital gap: 9.038 eV
E: -415.43012 a.u.

The geometry in XYZ format:
```
19
Properties=species:S:1:pos:R:3:lowdin_charge:R:1
C -0.30502 -2.06133 1.10252 -0.040
C -0.45398 0.01514 -0.54826 -0.546
C 1.26225 -0.09551 0.97878 -0.191
C 0.21349 -0.76954 0.54319 -0.245
N 0.08263 -0.25987 -1.82006 0.085
N -1.85602 0.08198 -0.48304 0.113
C 0.18822 1.62601 -0.03988 -0.183
N 2.16430 0.30659 1.72691 0.159
N 0.72655 2.32358 -0.94271 0.070
H -2.36609 -0.53048 0.13477 0.080
H 0.92240 0.25368 -2.05198 0.067
H -0.54379 -0.11724 -2.60433 0.078
H -2.30596 0.65401 -1.18440 0.094
H 3.09543 0.39525 1.33165 0.071
H 0.76948 3.32205 -0.73614 0.048
H -0.27181 2.03416 0.87140 0.108
H 0.34777 -2.41331 1.89933 0.081
H -0.35292 -2.83503 0.33198 0.081
H -1.31695 -1.93017 1.49027 0.070
```

5.
A cluster of 2 separate species, C5H10N4O3S in total in a non-equilibrium geometry. Source: the Open Molecules 2025 dataset; level of theory: ωB97M-V/def2-TZVPD.

energy relative to the best compared isomer or geometry (same formula, charge and spin): 288.8 kJ/mol
frontier orbital gap: 7.026 eV
E: -1039.30650 a.u.

The geometry in XYZ format:
```
23
Properties=species:S:1:pos:R:3:lowdin_charge:R:1
C 0.34891 -2.48366 -0.30608 -0.078
C 0.29302 -2.92767 1.01830 -0.054
C 0.21215 -0.34757 0.25943 -0.476
C 0.22989 0.17464 2.70921 0.051
C -1.18857 2.63383 -1.64737 -0.183
N 0.18144 -1.27196 -0.68018 0.198
N 0.15882 -2.01036 1.96042 0.126
N 0.16043 -0.77246 1.58182 -0.052
N 1.43431 0.56846 -2.79889 0.028
O -1.88705 2.55408 0.84214 -0.305
O -2.37475 0.61184 -0.50841 -0.299
O 0.29782 0.87769 0.01650 -0.101
S -1.59716 1.78405 -0.30677 0.635
H 0.39191 -3.22372 -1.08729 0.120
H 0.28362 -3.92510 1.44681 0.118
H -0.40635 1.11476 2.46215 0.132
H -0.22524 -0.32851 3.47867 0.062
H 1.21722 0.32599 2.95335 0.075
H 1.33336 0.86269 -1.75413 0.039
H -0.58580 2.03698 -2.30612 -0.009
H -0.97218 3.70156 -1.49761 0.041
H 2.07987 -0.14447 -2.69231 -0.037
H 0.61433 0.18889 -3.14364 -0.028
```

6.
The ion C5H10N5 with charge +1 in a non-equilibrium geometry. Source: the Open Molecules 2025 dataset; level of theory: ωB97M-V/def2-TZVPD.

total charge: +1
energy relative to the best compared isomer or geometry (same formula, charge and spin): 375.3 kJ/mol
frontier orbital gap: 9.670 eV
E: -469.90689 a.u.

The geometry in XYZ format:
```
20
Properties=species:S:1:pos:R:3:lowdin_charge:R:1
C 0.30595 0.79972 0.37090 -0.248
C -0.01089 -0.94173 -1.43508 -0.395
C 0.56848 2.75629 1.93515 0.099
C 0.72469 2.15438 0.71153 -0.121
C 0.24470 0.50571 -1.12266 -0.035
N 0.01120 -0.10956 1.27622 0.152
N -0.13761 -1.83414 -0.49915 0.113
N 0.17747 -1.36624 -2.65314 0.166
N -1.38427 -1.94516 1.52334 0.148
N -0.16524 -1.46905 0.85069 -0.194
H 0.57449 3.83904 2.09778 0.083
H 0.02866 2.09205 2.68698 0.095
H 1.46586 2.59394 0.01543 0.121
H -0.52893 1.27262 -1.52485 0.179
H 1.19574 0.85997 -1.58029 0.145
H 0.25583 -0.78618 -3.44525 0.103
H -0.22715 -2.25096 -3.13752 0.192
H -2.12109 -1.31161 1.54169 0.076
H -1.65140 -2.78161 1.12190 0.067
H 0.67353 -2.07747 1.26631 0.254
```

7.
A cluster of 2 separate species, C5H10N6O2 in total in a non-equilibrium geometry. Source: the Open Molecules 2025 dataset; level of theory: ωB97M-V/def2-TZVPD.

total charge: +2
energy relative to the best compared isomer or geometry (same formula, charge and spin): 130.2 kJ/mol
frontier orbital gap: 9.610 eV
E: -674.89752 a.u.

The geometry in XYZ format:
```
23
Properties=species:S:1:pos:R:3:lowdin_charge:R:1
C -0.88708 -1.50144 -0.51296 -0.297
C 0.81229 -0.39390 -1.53982 -0.345
C 0.65793 -0.22505 1.09886 -0.296
C -0.97346 2.15918 -0.39657 -0.132
C 0.02924 -0.47222 -0.28190 -0.037
N -0.73074 -1.94778 -1.77100 0.092
N 0.13095 -1.20562 -2.44327 0.119
N 0.29425 -0.70519 2.22044 0.242
N -1.94203 1.65325 -0.01039 0.362
N 1.70158 0.59248 0.98211 0.217
N 0.22415 2.60200 -0.58154 0.246
O -1.85151 -1.77519 0.34909 0.173
O 1.72816 0.45333 -1.73013 0.005
H -1.36631 -2.68271 -2.29885 0.270
H 0.64891 -1.59947 -3.26875 0.226
H -0.57914 -1.19688 2.35615 0.138
H 0.80161 -0.63399 3.15109 0.202
H -2.12882 -2.67105 0.30337 0.136
H -2.88857 1.25674 0.06039 0.178
H 2.08886 0.84248 0.10294 0.080
H 2.16888 0.92108 1.81240 0.153
H 0.97712 1.93993 -0.70925 0.073
H 0.47299 3.60775 -0.69270 0.196
```

8.
The ion C5H10NO with charge -1 in a non-equilibrium geometry. Source: the Open Molecules 2025 dataset; level of theory: ωB97M-V/def2-TZVPD.

total charge: -1
energy relative to the best compared isomer or geometry (same formula, charge and spin): 149.9 kJ/mol
frontier orbital gap: 5.922 eV
E: -326.42821 a.u.

The geometry in XYZ format:
```
17
Properties=species:S:1:pos:R:3:lowdin_charge:R:1
C -1.64492 0.86329 -0.00244 -0.592
O -2.95779 0.99177 -0.23398 -0.385
C -1.11818 -0.08325 1.11112 -0.245
C 0.35235 0.15789 1.27388 -0.298
C 1.23444 0.18735 0.10030 -0.144
C 1.88702 -0.93589 -0.36296 -0.200
N 2.30328 -1.17765 -1.72375 -0.016
H -1.22750 1.92287 0.13745 0.085
H -1.07841 0.47205 -0.95523 0.091
H -1.37237 -1.11297 0.71612 0.117
H -1.60749 0.10407 2.06334 0.091
H 0.38963 1.10653 1.90154 0.120
H 0.70506 -0.69885 1.88796 0.100
H 1.48720 1.15453 -0.30222 0.091
H 1.79571 -1.79681 0.23833 0.071
H 2.42706 -0.23397 -2.16624 0.083
H 1.75615 -1.74442 -2.30235 0.030
```

9.
The ion C5H10NO with charge -2 in a non-equilibrium geometry. Source: the Open Molecules 2025 dataset; level of theory: ωB97M-V/def2-TZVPD.

spin multiplicity: 2
total charge: -2
energy relative to the best compared isomer or geometry (same formula, charge and spin): 129.6 kJ/mol
frontier orbital gap (spin up / spin down): 2.614 / 6.496 eV
E: -326.27687 a.u.

The geometry in XYZ format:
```
17
Properties=species:S:1:pos:R:3:lowdin_charge:R:1
C -0.69932 -1.67484 -1.03549 -0.572
O -1.71018 -0.82405 -1.20658 -0.372
C 0.77845 -1.04636 -0.96442 -0.222
C 0.74269 0.48957 -0.98149 -0.272
C 0.63210 1.18585 0.35545 -0.208
C -0.02841 0.76823 1.44467 -0.502
N -0.71702 1.79304 2.28755 -0.154
H -0.58273 -2.44618 -1.84318 0.043
H -0.76931 -2.32510 -0.11764 0.056
H 1.52414 -1.35171 -1.72666 0.068
H 1.25228 -1.36843 -0.03585 0.066
H 1.59511 0.93536 -1.50921 0.069
H -0.15880 0.77179 -1.55944 0.092
H 1.16506 2.14074 0.42849 0.059
H -0.50730 -0.20341 1.47599 0.046
H -0.89137 1.29705 3.17540 -0.149
H -1.62539 1.85844 1.81242 -0.048
```

10.
An isolated molecule of C5H10NO. Source: the Open Molecules 2025 dataset; level of theory: ωB97M-V/def2-TZVPD.

spin multiplicity: 2
energy relative to the best compared isomer or geometry (same formula, charge and spin): 169.9 kJ/mol
frontier orbital gap (spin up / spin down): 4.407 / 11.019 eV
E: -326.35446 a.u.

The geometry in XYZ format:
```
17
Properties=species:S:1:pos:R:3:lowdin_charge:R:1
O -0.47743 1.79647 1.62972 0.057
C 0.71097 1.81561 1.45331 -0.264
C 1.39273 1.19097 0.27007 -0.156
C 0.42944 0.69558 -0.82269 -0.198
C -0.38384 -0.49877 -0.46097 -0.118
C -0.34226 -1.61230 -1.16746 -0.226
N -1.20077 -2.76839 -0.83580 -0.015
H 1.38856 2.29744 2.18872 0.122
H 2.09319 1.88774 -0.19007 0.116
H 1.97848 0.34404 0.64810 0.127
H -0.23076 1.52978 -1.08593 0.125
H 1.03944 0.53230 -1.71011 0.112
H -1.01430 -0.41328 0.41334 0.101
H 0.22456 -1.76244 -2.07052 0.089
H -1.31647 -3.38029 -1.69057 0.028
H -2.15561 -2.50588 -0.48373 0.053
H -0.74652 -3.40115 -0.13832 0.047
```